ORCA calculation (wB97M-V/def2-TZVPD) on C4H7NO2 as an isolated structure in a non-equilibrium geometry.

Geometry as ORCA input:
```
! wB97M-V def2-TZVPD RIJCOSX def2/J DEFGRID3
* xyz 0 1
O 0.7771 1.1696 -1.2214
O -2.1482 0.3958 0.4461
N -0.4661 1.0547 0.7518
C -1.8563 -0.6496 -0.3490
C -0.5911 -0.7429 -0.7389
C 0.3024 0.3721 -0.1198
C 1.5662 -0.2812 0.5622
H -0.3719 1.0541 1.6837
H 0.1061 1.9680 -1.1677
H 1.4551 -0.3196 1.7537
H -0.1800 -1.6823 -1.1569
H 2.4824 0.2240 0.2353
H 1.5569 -1.3027 0.0960
H -2.6326 -1.2600 -0.7753
*
```

Gap between HOMO and LUMO   0.312 hartree
E   -361.6899 Eh